The following is a quantum chemistry calculation of 2 unconnected molecules or ions with the total composition C4H14N2O in a non-equilibrium geometry, from the Open Molecules 2025 dataset.

Computed properties:
LUMO level: 1.076 eV
SMILES: CCNCCN.O
E_HOMO: -8.440 eV

```
21
C4H14N2O (ωB97M-V with the def2-TZVPD basis set)
N -0.48 1.04 1.54
C -1.13 -0.20 1.14
C -0.89 -0.48 -0.33
N 0.55 -0.83 -0.50
C 0.90 -0.88 -1.91
C 0.44 -2.14 -2.67
H -0.02 0.98 2.43
H 0.14 1.56 0.94
H -2.17 -0.03 1.44
H -0.69 -1.04 1.68
H -1.47 -1.30 -0.75
H -1.04 0.46 -0.88
H 0.54 -1.76 -0.08
H 0.50 -0.01 -2.41
H 1.98 -0.77 -2.04
H -0.57 -1.92 -3.04
H 0.53 -3.08 -2.15
H 0.92 -2.21 -3.64
H 0.37 4.55 3.09
H 0.64 4.09 4.52
O 0.93 3.97 3.61
```